(1)
A 2-piece molecular cluster, H6NPSi overall. Source: the OMol25 dataset; level of theory: the ωB97M-V functional and the def2-TZVPD basis.

Calculated values
Kohn-Sham gap: 0.2727 Ha
HOMO: -8.785 eV
Max |F|: 2.2 eV Å⁻¹
E: -689.025425 a.u.

XYZ file:
```
9
H6NPSi, DFT the ωB97M-V functional and the def2-TZVPD basis
N 1.454 0.763 -0.071
Si -1.297 -0.618 0.052
P 0.933 -0.842 0.058
H 0.598 1.318 0.341
H 2.324 1.028 0.401
H -0.687 1.857 0.861
H -2.119 -0.536 -1.252
H -2.122 -1.645 0.932
H 0.916 -1.325 -1.322
```

Here are the Mulliken charges for atoms 1 to 5, given in e:
1. N -0.576
2. Si 0.218
3. P 0.066
4. H -0.071
5. H 0.267


(2)
A 2-piece molecular cluster, H6NS2 overall. Source: the OMol25 dataset; level of theory: the ωB97M-V functional and the def2-TZVPD basis.

Calculated values
Kohn-Sham gap: 0.3070 Ha
HOMO: -12.581 eV
Total charge: +1
Max |F|: 1.9 eV Å⁻¹
E: -854.446871 a.u.

XYZ file:
```
9
H6NS2, DFT the ωB97M-V functional and the def2-TZVPD basis
N 0.801 -1.036 1.282
H 0.605 -0.956 2.292
H 1.802 -1.375 1.110
H 0.180 -1.741 0.873
H 0.507 -0.180 0.786
S -1.208 0.598 -0.702
S 0.178 1.283 -2.052
H -2.159 1.529 -0.708
H -0.704 1.878 -2.881
```

Here are the Mulliken charges for atoms 1 to 5, given in e:
1. N -0.483
2. H 0.380
3. H 0.411
4. H 0.424
5. H 0.229


(3)
H6NaO7S as an isolated structure. Source: the OMol25 dataset; level of theory: the ωB97M-V functional and the def2-TZVPD basis.

Calculated values
Kohn-Sham gap: 0.1622 Ha
HOMO: -2.833 eV
Total charge: -1
Max |F|: 1.4 eV Å⁻¹
E: -1090.872183 a.u.

XYZ file:
```
15
H6NaO7S, DFT the ωB97M-V functional and the def2-TZVPD basis
Na -0.365 0.792 0.485
S 2.327 0.183 -0.789
O 2.636 0.625 -2.174
O 3.517 -0.323 -0.088
O 1.747 1.360 -0.028
O 1.250 -0.869 -0.817
O -1.609 -1.533 -0.044
H -2.294 -2.052 0.384
H -1.850 -1.480 -0.972
O -1.661 1.408 -1.550
H -1.316 1.004 -2.353
H -2.594 1.189 -1.512
O 0.004 -0.051 2.779
H 0.675 0.385 3.309
H -0.468 -0.638 3.372
```

Here are the Mulliken charges for atoms 1 to 5, given in e:
1. Na 0.782
2. S 1.251
3. O -0.754
4. O -0.738
5. O -0.874


(4)
A 3-piece molecular cluster, H6O3 overall. Source: the OMol25 dataset; level of theory: the ωB97M-V functional and the def2-TZVPD basis.

Calculated values
Kohn-Sham gap: 0.4026 Ha
HOMO: -10.557 eV
SMILES: O.O.O
Max |F|: 0.6 eV Å⁻¹
E: -229.315018 a.u.

XYZ file:
```
9
H6O3, DFT the ωB97M-V functional and the def2-TZVPD basis
O -19.331 14.069 8.921
H -20.282 13.926 9.001
H -18.950 13.687 9.723
O -17.567 16.237 8.177
H -18.124 15.588 8.651
H -17.841 17.098 8.508
O -16.279 15.900 5.542
H -16.604 15.965 6.456
H -17.074 15.797 5.010
```

Here are the Mulliken charges for atoms 1 to 5, given in e:
1. O -0.684
2. H 0.323
3. H 0.330
4. O -0.669
5. H 0.365


(5)
A 3-piece molecular cluster, H6O3 overall. Source: the OMol25 dataset; level of theory: the ωB97M-V functional and the def2-TZVPD basis.

Calculated values
Kohn-Sham gap: 0.4419 Ha
HOMO: -11.208 eV
SMILES: O.O.O
Max |F|: 2.6 eV Å⁻¹
E: -229.294212 a.u.

XYZ file:
```
9
H6O3, DFT the ωB97M-V functional and the def2-TZVPD basis
O 0.436 -0.324 -0.929
H 0.449 -1.213 -0.562
H 1.377 -0.060 -1.038
O 1.743 2.066 1.241
H 2.419 2.711 0.958
H 1.453 2.459 2.139
O -2.643 -1.546 -0.407
H -1.871 -1.995 -0.769
H -3.364 -2.097 -0.633
```

Here are the Mulliken charges for atoms 1 to 5, given in e:
1. O -0.607
2. H 0.300
3. H 0.302
4. O -0.636
5. H 0.315


(6)
A 3-piece molecular cluster, H6O3 overall. Source: the OMol25 dataset; level of theory: the ωB97M-V functional and the def2-TZVPD basis.

Calculated values
Kohn-Sham gap: 0.4230 Ha
HOMO: -10.775 eV
SMILES: O.O.O
Max |F|: 2.2 eV Å⁻¹
E: -229.309019 a.u.

XYZ file:
```
9
H6O3, DFT the ωB97M-V functional and the def2-TZVPD basis
O -1.283 -0.062 1.977
H -0.472 -0.388 1.562
H -1.274 0.112 2.893
O 0.262 0.984 -1.903
H 0.341 1.681 -2.518
H 0.578 1.367 -1.074
O 0.549 -1.052 0.036
H 0.161 -0.842 -0.853
H 1.139 -1.800 -0.121
```

Here are the Mulliken charges for atoms 1 to 5, given in e:
1. O -0.650
2. H 0.370
3. H 0.310
4. O -0.629
5. H 0.293


(7)
A 3-piece molecular cluster, H6O3 overall. Source: the OMol25 dataset; level of theory: the ωB97M-V functional and the def2-TZVPD basis.

Calculated values
Kohn-Sham gap: 0.4521 Ha
HOMO: -11.502 eV
SMILES: O.O.O
Max |F|: 0.3 eV Å⁻¹
E: -229.301932 a.u.

XYZ file:
```
9
H6O3, DFT the ωB97M-V functional and the def2-TZVPD basis
O -1.216 -0.741 -0.335
H -1.396 0.195 -0.423
H -1.643 -0.992 0.484
O 4.252 -4.619 0.134
H 4.978 -4.094 -0.202
H 3.605 -3.977 0.424
O -2.646 4.427 -0.114
H -3.412 4.477 0.458
H -2.522 5.323 -0.428
```

Here are the Mulliken charges for atoms 1 to 5, given in e:
1. O -0.643
2. H 0.325
3. H 0.317
4. O -0.638
5. H 0.318


(8)
A 3-piece molecular cluster, H6O3 overall. Source: the OMol25 dataset; level of theory: the ωB97M-V functional and the def2-TZVPD basis.

Calculated values
Kohn-Sham gap: 0.4029 Ha
HOMO: -10.576 eV
SMILES: O.O.O
Max |F|: 0.1 eV Å⁻¹
E: -229.315924 a.u.

XYZ file:
```
9
H6O3, DFT the ωB97M-V functional and the def2-TZVPD basis
O 2.598 0.147 1.741
H 1.843 0.096 1.133
H 2.233 -0.060 2.605
O 0.252 -0.499 0.142
H -0.369 -0.111 -0.492
H -0.240 -1.202 0.576
O -1.893 0.442 -1.591
H -2.557 -0.088 -2.043
H -1.867 1.276 -2.071
```

Here are the Mulliken charges for atoms 1 to 5, given in e:
1. O -0.641
2. H 0.393
3. H 0.288
4. O -0.677
5. H 0.381


(9)
H6O3Tl as an isolated structure. Source: the OMol25 dataset; level of theory: the ωB97M-V functional and the def2-TZVPD basis.

Calculated values
Kohn-Sham gap: 0.3574 Ha
HOMO: -29.066 eV
Total charge: +3
Max |F|: 3.3 eV Å⁻¹
E: -400.287282 a.u.

XYZ file:
```
10
H6O3Tl, DFT the ωB97M-V functional and the def2-TZVPD basis
Tl 24.746 -2.793 3.249
O 23.798 -4.587 3.703
H 23.023 -4.419 4.239
H 23.588 -5.389 3.224
O 25.753 -0.975 2.952
H 25.677 -0.241 3.562
H 26.601 -0.848 2.527
O 26.543 -2.908 2.291
H 27.465 -2.669 2.379
H 26.488 -3.346 1.441
```

Here are the Mulliken charges for atoms 1 to 5, given in e:
1. Tl 1.837
2. O -0.442
3. H 0.444
4. H 0.449
5. O -0.460


(10)
The molecule H6OSi2. Source: the OMol25 dataset; level of theory: the ωB97M-V functional and the def2-TZVPD basis.

Calculated values
Kohn-Sham gap: 0.4139 Ha
HOMO: -10.505 eV
SMILES: [SiH3]O[SiH3]
Max |F|: 3.5 eV Å⁻¹
E: -657.821904 a.u.

XYZ file:
```
9
H6OSi2, DFT the ωB97M-V functional and the def2-TZVPD basis
Si -1.098 -0.984 -0.847
O -0.179 0.015 0.336
Si 1.018 0.998 0.850
H -1.370 -0.218 -2.081
H -0.164 -2.279 -1.118
H -2.438 -1.249 -0.063
H 0.894 2.542 0.880
H 2.177 0.646 -0.160
H 1.159 0.530 2.203
```

Here are the Mulliken charges for atoms 1 to 5, given in e:
1. Si 0.355
2. O -0.120
3. Si 0.294
4. H -0.085
5. H -0.053


(11)
A 3-piece molecular cluster, H6S3 overall. Source: the OMol25 dataset; level of theory: the ωB97M-V functional and the def2-TZVPD basis.

Calculated values
Kohn-Sham gap (spin up / spin down): 0.0715 / 0.3136 Ha
2S+1: 2
HOMO (spin up / spin down): 0.960 / -5.546 eV
Total charge: -1
Max |F|: 3.0 eV Å⁻¹
E: -1198.069158 a.u.

XYZ file:
```
9
H6S3, DFT the ωB97M-V functional and the def2-TZVPD basis
S 3.137 -3.812 0.465
H 2.816 -3.363 1.857
H 2.011 -4.537 0.448
S 0.303 1.102 -1.954
H -0.483 2.144 -1.913
H -0.013 0.737 -3.165
S -3.219 2.580 1.305
H -2.270 3.304 2.056
H -2.282 1.846 0.900
```

Here are the Mulliken charges for atoms 1 to 5, given in e:
1. S -1.284
2. H 0.348
3. H 0.304
4. S -0.495
5. H 0.154


(12)
A 2-piece molecular cluster, H7N3P2 overall. Source: the OMol25 dataset; level of theory: the ωB97M-V functional and the def2-TZVPD basis.

Calculated values
Kohn-Sham gap (spin up / spin down): 0.2677 / 0.2678 Ha
HOMO (spin up / spin down): -7.537 / -7.540 eV
Max |F|: 3.5 eV Å⁻¹
E: -851.108140 a.u.

XYZ file:
```
12
H7N3P2, DFT the ωB97M-V functional and the def2-TZVPD basis
N 1.121 -1.170 1.255
N -1.187 1.968 0.022
N 0.402 -0.569 -1.037
P -0.310 -1.100 0.344
P -0.369 1.836 -1.424
H 1.070 -1.692 2.118
H 1.915 -1.461 0.685
H -0.751 1.581 0.853
H -2.169 1.720 -0.002
H -0.108 -0.870 -1.861
H -0.482 -2.464 -0.072
H 0.868 2.222 -0.880
```

Here are the Mulliken charges for atoms 1 to 5, given in e:
1. N -0.540
2. N -0.512
3. N -0.666
4. P 0.072
5. P 0.243


(13)
A 4-piece molecular cluster, H7O3S overall. Source: the OMol25 dataset; level of theory: the ωB97M-V functional and the def2-TZVPD basis.

Calculated values
Kohn-Sham gap: 0.2753 Ha
HOMO: -3.548 eV
Total charge: -1
Max |F|: 0.6 eV Å⁻¹
E: -628.163463 a.u.

XYZ file:
```
11
H7O3S, DFT the ωB97M-V functional and the def2-TZVPD basis
S 0.620 -0.641 1.064
H 1.709 -1.145 1.651
H -1.157 -1.401 -0.101
H -1.643 -2.608 -0.849
O -1.849 -1.677 -0.730
H -1.491 1.576 -1.194
H -2.108 0.207 -1.454
O -1.889 1.042 -1.893
H 1.865 1.328 1.259
H 3.344 1.359 1.184
O 2.600 1.961 1.064
```

Here are the Mulliken charges for atoms 1 to 5, given in e:
1. S -0.826
2. H -0.036
3. H 0.234
4. H 0.276
5. O -0.601


(14)
A 40-piece molecular cluster, H80O40 overall. Source: the OMol25 dataset; level of theory: the ωB97M-V functional and the def2-TZVPD basis.

Calculated values
Kohn-Sham gap (spin up / spin down): 0.0889 / 0.3635 Ha
2S+1: 2
HOMO (spin up / spin down): -0.818 / -8.415 eV
Total charge: -1
Max |F|: 3.4 eV Å⁻¹
E: -3057.462427 a.u.

XYZ file:
```
120
H80O40, DFT the ωB97M-V functional and the def2-TZVPD basis
H 3.821 -0.644 -2.531
H 3.358 -1.766 -3.340
O 2.968 -1.142 -2.686
H -6.158 -2.232 1.351
H -4.719 -1.804 1.702
O -5.369 -1.818 0.992
H 0.750 3.154 -3.091
H 2.107 3.347 -2.497
O 1.495 2.642 -2.760
H 3.109 -1.447 -0.886
H 3.564 -2.478 0.185
O 3.665 -1.562 -0.093
H -1.217 -6.352 1.889
H 0.028 -5.974 2.321
O -0.362 -6.199 1.457
H 3.492 2.508 3.100
O 2.812 1.961 3.498
H 0.400 -5.817 -0.743
O 0.922 -6.354 -1.355
H 2.230 -3.008 -2.364
H 2.420 -4.243 -3.237
O 2.105 -3.974 -2.370
H -0.533 -0.428 5.538
H 0.546 -1.494 5.605
O -0.402 -1.374 5.676
H 3.048 -4.678 -0.635
H 2.385 -4.602 0.626
O 3.297 -4.602 0.306
H -5.276 0.473 1.018
H -4.686 1.923 0.891
O -4.496 0.992 0.785
H -4.283 -1.924 2.649
O -3.709 -2.600 2.279
H -1.572 -3.549 4.366
H -1.790 -4.221 3.040
O -1.171 -4.205 3.782
H -3.270 2.753 3.556
H -4.121 3.913 3.370
O -4.087 2.987 3.100
H -0.080 1.807 -6.066
H -1.078 0.764 -5.906
O -1.041 1.732 -5.961
H -4.648 0.171 -1.224
H -3.499 0.675 -1.915
O -4.420 0.472 -2.116
H -3.779 -0.178 -4.841
H -3.310 -1.505 -4.830
O -2.927 -0.622 -4.733
H -0.549 -1.480 -0.297
H -1.381 -1.298 -1.403
O -0.996 -2.046 -0.932
H 2.391 3.781 -5.234
O 3.033 3.082 -5.100
H -1.853 4.059 -3.884
H -1.359 2.666 -3.955
O -1.452 3.392 -3.320
H -1.102 -3.351 0.935
O -1.801 -3.963 0.700
H 5.164 0.648 -1.553
H 5.497 -0.941 -1.668
O 5.307 -0.118 -2.129
H -3.838 -4.429 -1.083
H -3.949 -3.686 0.246
O -4.456 -3.964 -0.517
H -0.059 -0.378 -3.018
H 1.108 0.533 -2.762
O 0.197 0.549 -3.087
H -1.006 -0.176 3.296
H -2.156 0.245 2.196
O -1.927 -0.003 3.087
H 1.730 3.451 4.183
H 1.380 3.355 2.825
O 1.095 3.893 3.580
H 1.888 -3.501 2.194
H 1.609 -2.198 3.008
O 1.408 -2.673 2.199
H 0.656 5.578 0.890
H 0.663 5.243 2.495
O 0.271 5.751 1.763
H 0.959 0.755 5.143
H 0.361 2.134 4.763
O 0.179 1.302 5.207
H -1.959 5.636 1.613
H -1.972 5.178 3.067
O -2.485 5.158 2.265
H -4.537 4.089 0.429
H -3.959 5.114 1.391
O -4.748 4.929 0.843
H 3.923 0.913 1.058
O 3.727 0.297 1.775
H 0.895 3.182 0.445
H 1.378 3.572 -0.833
O 1.293 3.974 0.055
H 3.329 3.093 -4.190
H 2.845 1.049 3.120
H -1.307 -4.785 0.536
H 1.711 -5.790 -1.313
H -2.888 -2.092 2.222
H 3.770 -0.550 1.254
O -1.907 -0.196 0.381
H -2.217 -1.066 0.608
H -2.708 0.340 0.304
O -0.071 5.104 -1.815
H -0.512 5.267 -0.976
H -0.656 4.458 -2.255
O 2.838 -2.816 -4.734
H 1.923 -3.052 -4.875
H 3.163 -2.444 -5.568
O 0.508 0.801 2.229
H 0.679 1.623 1.751
H 0.196 0.330 1.437
O 2.491 -2.408 4.753
H 3.340 -2.316 5.202
H 2.319 -3.343 4.928
O 4.003 3.957 -0.776
H 3.459 4.737 -0.639
H 3.565 3.134 -0.555
O 2.602 -0.441 -6.449
H 2.731 0.002 -5.604
H 1.703 -0.326 -6.756
```

Here are the Mulliken charges for atoms 1 to 5, given in e:
1. H 0.314
2. H 0.211
3. O -0.452
4. H 0.258
5. H 0.132